Entry 1:
The molecule C5H9ClS2 at a distorted geometry, computed with ωB97M-V with the def2-TZVPD basis set.

The geometry in XYZ format:
```
17
Properties=species:S:1:pos:R:3:lowdin_charge:R:1
C 0.328 -1.098 1.415 -0.03
C 0.590 -0.495 0.272 -0.86
Cl 2.274 -0.735 -0.213 0.62
C -0.325 0.363 -0.435 -0.92
S 0.153 2.095 -0.349 0.77
C 0.403 2.543 1.376 -0.49
S -0.599 -0.040 -2.285 0.77
C -1.050 -1.807 -2.307 -0.39
H 1.179 -1.565 2.071 0.12
H -0.550 -0.986 1.826 0.01
H -1.127 0.009 0.172 0.07
H 1.275 3.426 1.324 0.08
H -0.508 2.920 2.178 0.11
H 1.169 1.740 1.859 0.06
H -1.089 -2.026 -3.356 0.02
H -1.903 -1.997 -1.652 0.04
H -0.223 -2.344 -1.896 0.01
```

As for the largest force on an atom: 5.7 eV Å⁻¹. Its structure (SMILES) is C=C(Cl)C(SC)SC. The total energy is -1452.3665 a.u. Its HOMO-LUMO gap is 9.642 eV. The calculation puts the LUMO energy at 0.7082 eV. The energy relative to the best compared isomer or geometry (same formula, charge and spin) is 63.9 kcal per mole. The net charge is 0.



Entry 2:
A structure of composition C5H9CrO11 at a distorted geometry, computed with ωB97M-V with the def2-TZVPD basis set.

The geometry in XYZ format:
```
26
Properties=species:S:1:pos:R:3:mulliken_spin:R:1
Cr 0.148 0.261 -0.173 3.92
O -2.815 0.585 -3.017 0.00
C -1.761 0.362 -2.217 -0.01
O -1.805 -0.568 -1.337 0.01
O -0.736 1.064 -2.191 0.02
H -3.329 -0.228 -2.903 0.00
O 3.561 2.126 0.800 0.00
C 2.513 1.440 0.299 -0.01
O 1.950 0.548 1.027 -0.01
O 1.865 1.751 -0.716 0.02
H 3.623 1.596 1.624 0.00
O -1.538 3.490 2.228 0.00
C -1.092 2.987 1.049 0.01
O -0.756 3.738 0.124 0.00
O -1.066 1.700 0.996 0.01
H -1.797 2.641 2.637 0.00
C 0.473 -2.670 -0.529 0.00
C 0.178 -2.436 0.961 -0.01
O -0.649 -1.300 1.175 0.02
O 1.342 -1.590 -0.954 0.01
H -0.516 -2.612 -0.994 0.00
H 0.984 -3.618 -0.694 0.00
H 1.110 -2.288 1.510 0.00
H -0.335 -3.352 1.271 0.00
H -1.445 -1.586 1.623 0.01
H 1.893 -2.042 -1.598 0.00
```

As for the largest force on an atom: 4.4 eV Å⁻¹. The total energy is -2068.2156 a.u. Its HOMO-LUMO gap (spin up / spin down) is 6.405 / 7.223 eV. The calculation puts the LUMO energy (spin up / spin down) at 2.4200 / 2.4011 eV. The energy relative to the best compared isomer or geometry (same formula, charge and spin) is 0.0 kcal per mole. As for the multiplicity: 5. The net charge is -1.



Entry 3:
A structure of composition C5H9CsINO2 at a distorted geometry, computed with ωB97M-V with the def2-TZVPD basis set.

The geometry in XYZ format:
```
19
Properties=species:S:1:pos:R:3:lowdin_charge:R:1
N -0.047 -0.373 2.741 0.05
C -0.249 -0.624 1.319 -0.35
C -0.159 0.620 0.433 -0.21
C -0.349 0.183 -1.025 -0.50
C 0.651 0.792 -1.985 -0.65
I 0.560 2.923 -1.991 0.80
C 0.794 -1.674 0.765 -0.72
O 0.478 -2.861 0.906 -0.03
O 1.794 -1.163 0.206 -0.06
H 0.777 0.203 2.879 0.08
H -0.834 0.136 3.130 0.06
H -1.232 -1.097 1.204 0.13
H 0.857 1.008 0.534 0.10
H -0.865 1.398 0.741 0.10
H -1.325 0.456 -1.385 -0.22
H -0.195 -0.902 -1.087 0.12
H 0.457 0.531 -3.026 0.02
H 1.643 0.465 -1.677 0.06
Cs -2.753 -0.019 -2.680 1.22
```

As for the largest force on an atom: 3.2 eV Å⁻¹. The total energy is -718.9125 a.u. Its HOMO-LUMO gap is 5.473 eV. The calculation puts the LUMO energy at -1.4856 eV. The net charge is 0.



Entry 4:
The molecule C5H9F at a distorted geometry, computed with ωB97M-V with the def2-TZVPD basis set.

The geometry in XYZ format:
```
15
Properties=species:S:1:pos:R:3:lowdin_charge:R:1
C 2.603 -0.234 0.122 -0.09
C 1.124 -0.299 -0.330 -0.15
C -0.011 -0.456 0.304 -0.10
C -1.316 -0.348 -0.305 -0.46
C -2.053 0.831 0.081 -0.05
F -2.044 -1.438 0.102 0.00
H 2.600 0.091 1.164 0.06
H 3.108 0.620 -0.421 0.08
H 3.163 -1.223 0.010 0.09
H 1.014 -0.270 -1.405 0.09
H 0.031 -0.422 1.409 0.14
H -1.262 -0.361 -1.390 0.15
H -3.044 0.766 -0.255 0.07
H -2.200 0.998 1.174 0.11
H -1.712 1.745 -0.259 0.07
```

As for the largest force on an atom: 3.4 eV Å⁻¹. Its structure (SMILES) is C/C=C/[C@H](C)F. The total energy is -295.7339 a.u. Its HOMO-LUMO gap is 11.020 eV. The calculation puts the LUMO energy at 1.1340 eV. The energy relative to the best compared isomer or geometry (same formula, charge and spin) is 16.5 kcal per mole. The net charge is 0.



Entry 5:
The ion C5H9F2N2S with charge +1 at a distorted geometry, computed with ωB97M-V with the def2-TZVPD basis set.

The geometry in XYZ format:
```
19
Properties=species:S:1:pos:R:3:lowdin_charge:R:1
C 0.684 0.847 2.223 0.01
C 0.228 0.917 0.763 -0.36
N -0.054 2.140 0.286 0.22
N -0.028 -0.253 0.250 0.04
C -0.592 -0.504 -0.973 -0.19
C 0.829 -0.372 -2.119 -0.51
S 2.174 0.209 -1.636 0.88
C -1.096 -1.942 -1.063 -0.31
F -2.177 -2.261 -0.249 0.06
F -0.117 -2.736 -0.499 0.02
H 1.806 1.068 2.467 0.14
H 0.398 -0.099 2.779 0.12
H 0.314 1.672 2.861 0.09
H 0.036 2.946 0.902 0.14
H -0.785 2.298 -0.408 0.14
H 0.477 -0.908 0.814 0.16
H -1.493 0.106 -1.345 0.19
H 0.519 -0.638 -3.008 -0.01
H -1.122 -2.489 -2.044 0.18
```

As for the largest force on an atom: 5.9 eV Å⁻¹. Its structure (SMILES) is C/C(N)=[NH+]/[C@@H](C=S)C(F)F. The total energy is -903.0276 a.u. Its HOMO-LUMO gap is 8.875 eV. The calculation puts the LUMO energy at -4.3077 eV. The net charge is +1.



Entry 6:
A cluster of 2 separate species, C5H9F3N3OP3 in total at a distorted geometry, computed with ωB97M-V with the def2-TZVPD basis set.

The geometry in XYZ format:
```
24
Properties=species:S:1:pos:R:3:lowdin_charge:R:1
C 2.669 -1.586 -1.174 -0.06
C 1.349 -1.513 -1.281 -0.35
P 0.518 -0.234 -0.263 0.97
N 0.844 -0.717 1.411 -0.42
P 0.709 -2.217 2.224 0.81
F -0.507 -1.777 3.214 -0.35
N -0.125 -2.952 0.938 -0.46
F -0.328 -4.358 1.190 -0.16
P -1.661 -2.418 0.514 0.85
F -1.808 -3.349 -0.812 -0.29
N -1.029 -1.122 -0.348 -0.49
O -2.054 -0.098 -0.547 -0.32
C -2.336 -0.053 -1.956 -0.11
H 3.145 -2.372 -1.658 0.03
H 3.233 -0.878 -0.631 0.04
H 0.846 -2.185 -1.890 0.04
H 1.339 0.106 1.801 -0.01
H -1.453 0.504 -2.381 0.08
H -3.213 0.608 -2.120 0.10
H -2.483 -0.958 -2.433 0.05
C -0.098 1.971 3.301 0.04
C 0.805 2.465 2.644 0.01
H -0.695 1.687 4.067 -0.01
H 1.207 3.026 1.899 -0.01
```

As for the largest force on an atom: 4.5 eV Å⁻¹. Its structure (SMILES) is C=CP1NP(F)N(F)P(F)N1OC.C#C. The total energy is -1758.9283 a.u. Its HOMO-LUMO gap is 9.861 eV. The calculation puts the LUMO energy at 0.3968 eV. The energy relative to the best compared isomer or geometry (same formula, charge and spin) is 0.0 kcal per mole. The net charge is 0.



Entry 7:
A structure of composition C5H9F5FeNO5Te, computed with ωB97M-V with the def2-TZVPD basis set.

The geometry in XYZ format:
```
27
Properties=species:S:1:pos:R:3:mulliken_spin:R:1
Fe -0.153 -0.699 0.328 1.02
N 1.278 -1.142 -0.924 -0.03
C 2.648 -1.308 -0.394 0.00
C 2.919 -0.246 0.662 0.00
C 2.140 -0.519 1.939 0.00
O 2.662 -0.469 3.021 0.02
O 0.858 -0.848 1.792 0.03
H 0.981 -1.961 -1.450 0.00
H 1.253 -0.366 -1.583 0.00
H 3.376 -1.238 -1.204 0.00
H 2.728 -2.305 0.037 0.00
H 2.624 0.739 0.289 0.00
H 3.974 -0.215 0.917 0.00
C -1.083 3.237 -0.484 0.00
C -1.210 1.756 -0.289 0.00
O -2.364 1.261 -0.304 0.00
O -0.100 1.129 -0.145 -0.05
H -2.064 3.690 -0.580 0.00
H -0.492 3.427 -1.379 0.00
H -0.548 3.659 0.365 0.00
F -1.861 -2.393 0.683 0.00
Te -2.819 -0.908 -0.215 0.00
F -1.702 -0.261 1.383 -0.01
F -3.796 -2.416 -0.689 0.00
F -3.861 -0.170 -1.570 0.00
F -4.135 -0.487 0.991 0.00
O -1.252 -0.947 -1.196 0.01
```

As for the largest force on an atom: 0.5 eV Å⁻¹. The total energy is -2657.9603 a.u. Its HOMO-LUMO gap (spin up / spin down) is 8.599 / 8.686 eV. The calculation puts the LUMO energy (spin up / spin down) at -1.6580 / -1.5480 eV. The energy relative to the best compared isomer or geometry (same formula, charge and spin) is 32.2 kcal per mole. As for the multiplicity: 2. The net charge is 0.



Entry 8:
The molecule C5H9FN2 at a distorted geometry, computed with ωB97M-V with the def2-TZVPD basis set.

The geometry in XYZ format:
```
17
Properties=species:S:1:pos:R:3:lowdin_charge:R:1
C -2.027 -1.056 -0.394 -0.09
C -2.027 0.448 0.090 -0.16
N -0.924 1.071 -0.214 -0.04
N 0.212 0.362 -0.530 -0.16
C 0.718 -0.548 0.507 -0.14
C 2.097 0.083 0.382 -0.21
F 2.885 -0.716 -0.592 -0.08
C 1.403 1.256 -0.349 -0.08
H -3.099 -1.466 -0.409 0.08
H -1.528 -1.029 -1.314 0.04
H -1.543 -1.859 0.278 0.09
H -2.817 1.319 0.325 0.14
H 0.363 -0.422 1.471 0.11
H 0.880 -1.514 0.206 0.09
H 2.671 0.253 1.367 0.16
H 0.965 2.091 0.439 0.16
H 1.771 1.728 -1.264 0.11
```

As for the largest force on an atom: 4.9 eV Å⁻¹. Its structure (SMILES) is C/C=N\N1CC(F)C1. The total energy is -405.1472 a.u. Its HOMO-LUMO gap is 9.824 eV. The calculation puts the LUMO energy at 0.9937 eV. The energy relative to the best compared isomer or geometry (same formula, charge and spin) is 89.8 kcal per mole. The net charge is 0.



Entry 9:
The ion C5H9FN5 with charge +1 at a distorted geometry, computed with ωB97M-V with the def2-TZVPD basis set.

The geometry in XYZ format:
```
20
Properties=species:S:1:pos:R:3:lowdin_charge:R:1
C 2.475 -1.481 -0.077 -0.04
C 2.259 -0.150 -0.458 0.00
C -1.303 -0.867 0.616 -0.18
C -1.593 0.616 0.362 -0.11
C 0.176 1.321 -0.450 -0.14
N 1.276 -1.957 0.310 0.14
N 0.448 -0.946 0.192 -0.04
N -1.992 -1.725 -0.159 0.12
N 0.980 0.127 -0.288 -0.04
N 0.572 2.489 0.239 0.07
F -2.423 0.818 -0.692 -0.02
H 3.318 -2.102 -0.181 0.11
H 3.064 0.394 -0.872 0.13
H -1.194 -1.201 1.748 0.19
H -1.957 1.346 1.123 0.15
H -0.246 1.522 -1.478 0.16
H -2.234 -2.638 0.152 0.12
H 0.046 3.282 -0.285 0.16
H 0.663 2.509 1.242 0.10
H -2.335 -1.355 -1.045 0.13
```

As for the largest force on an atom: 4.5 eV Å⁻¹. The total energy is -569.2016 a.u. Its HOMO-LUMO gap is 9.657 eV. The calculation puts the LUMO energy at -3.3474 eV. The energy relative to the best compared isomer or geometry (same formula, charge and spin) is 21.8 kcal per mole. The net charge is +1.



Entry 10:
The molecule C5H9FO at a distorted geometry, computed with ωB97M-V with the def2-TZVPD basis set.

The geometry in XYZ format:
```
16
Properties=species:S:1:pos:R:3:lowdin_charge:R:1
C -1.482 1.435 2.035 -0.09
C -0.383 1.299 1.117 -0.29
O -0.516 0.154 0.302 -0.07
C 0.198 0.006 -0.815 -0.14
C 0.564 -1.194 -1.092 -0.40
C 1.315 -1.982 -2.119 -0.05
F -0.097 -2.091 -0.351 0.04
H -1.230 2.165 2.776 0.08
H -2.440 1.698 1.504 0.11
H -1.686 0.617 2.623 0.06
H -0.192 2.163 0.555 0.10
H 0.546 1.246 1.766 0.14
H 0.650 0.897 -1.417 0.17
H 1.857 -2.900 -1.604 0.11
H 0.621 -2.276 -2.967 0.09
H 2.276 -1.238 -2.313 0.13
```

As for the largest force on an atom: 5.1 eV Å⁻¹. Its structure (SMILES) is CCO/C=C(/C)F. The total energy is -370.9194 a.u. Its HOMO-LUMO gap is 9.507 eV. The calculation puts the LUMO energy at 1.0313 eV. The energy relative to the best compared isomer or geometry (same formula, charge and spin) is 59.1 kcal per mole. The net charge is 0.



Entry 11:
A structure of composition C5H9FO at a distorted geometry, computed with ωB97M-V with the def2-TZVPD basis set.

The geometry in XYZ format:
```
16
Properties=species:S:1:pos:R:3:lowdin_charge:R:1
C 1.697 0.022 0.531 -0.12
C 1.094 -0.945 -0.457 -0.21
C -0.215 -0.320 -0.645 -0.35
C -1.357 1.198 -0.031 -0.13
C -1.369 -0.199 0.437 -0.14
H 2.925 0.143 0.885 0.14
H 1.587 0.992 0.018 0.06
H 1.146 0.127 1.549 0.10
H 1.703 -1.006 -1.355 0.12
H 1.096 -1.995 -0.328 0.11
H -0.662 -1.084 -1.364 0.17
H -2.207 1.463 -0.611 0.13
H -1.168 1.938 0.613 0.09
H -1.546 -0.439 1.588 0.19
O -0.186 1.052 -0.797 -0.06
F -2.538 -0.949 -0.034 -0.09
```

As for the largest force on an atom: 5.5 eV Å⁻¹. The total energy is -370.8802 a.u. Its HOMO-LUMO gap is 11.026 eV. The calculation puts the LUMO energy at 1.0489 eV. The energy relative to the best compared isomer or geometry (same formula, charge and spin) is 83.7 kcal per mole. The net charge is 0.



Entry 12:
A structure of composition C5H9FO at a distorted geometry, computed with ωB97M-V with the def2-TZVPD basis set.

The geometry in XYZ format:
```
16
Properties=species:S:1:pos:R:3:lowdin_charge:R:1
C -2.807 -0.359 -0.185 0.03
C -1.686 -0.130 0.491 -0.34
C 1.120 -0.986 -0.691 -0.01
C 1.659 1.367 0.237 0.00
C 0.795 0.115 0.306 -0.36
O -0.853 0.783 -0.015 -0.08
F 0.659 -0.356 1.624 0.00
H -3.519 -1.073 0.171 0.05
H -2.821 -0.066 -1.161 0.03
H -1.616 -0.394 1.594 0.13
H 0.223 -1.736 -0.685 0.12
H 2.047 -1.521 -0.383 0.10
H 1.275 -0.644 -1.712 0.08
H 2.670 1.173 0.152 0.05
H 1.300 1.701 -0.760 0.10
H 1.554 2.127 1.017 0.10
```

As for the largest force on an atom: 5.1 eV Å⁻¹. The total energy is -370.9295 a.u. Its HOMO-LUMO gap is 9.534 eV. The calculation puts the LUMO energy at 0.8811 eV. The energy relative to the best compared isomer or geometry (same formula, charge and spin) is 52.7 kcal per mole. The net charge is 0.